ORCA calculation (ωB97M-V/def2-TZVPD) on a structure of composition C13H11AuN2S2.

Its gap between HOMO and LUMO is 7.309 eV. Its total energy is -42002.860 eV. The calculation puts the relative energy (zero: lowest compared OMol25 entry of this formula, charge and spin) at 23.1 kcal/mol. The value obtained for the HOMO energy is -7.7 eV. As for the LUMO energy: -0.0150 Ha.

The geometry in ORCA input format:
```
! RIJCOSX wB97M-V def2-TZVPD def2/J DEFGRID3
* xyz 0 1
Au -0.611 -0.750 -1.106
N -3.298 1.521 -2.459
C -2.155 2.114 -2.043
N -1.024 1.517 -1.876
C -0.028 2.404 -1.467
C 1.293 2.088 -1.172
C 2.145 3.091 -0.744
C 1.700 4.404 -0.611
C 0.391 4.741 -0.907
C -0.457 3.732 -1.334
S -2.153 3.848 -1.732
H -3.348 0.516 -2.426
H -4.159 2.021 -2.337
H 1.628 1.064 -1.262
H 3.167 2.842 -0.493
H 2.385 5.169 -0.270
H 0.034 5.756 -0.794
S -0.001 -0.851 1.138
C 0.207 -2.571 1.548
C -0.840 -3.273 2.140
C -0.667 -4.598 2.510
C 0.550 -5.230 2.300
C 1.598 -4.528 1.723
C 1.433 -3.202 1.350
H -1.783 -2.766 2.299
H -1.486 -5.137 2.971
H 0.681 -6.266 2.586
H 2.554 -5.013 1.568
H 2.244 -2.645 0.901
*
```

ORCA calculation (ωB97M-V/def2-TZVPD) on a cluster of 2 separate species, C13H11BCl2F13O3S in total.

Its gap between HOMO and LUMO is 8.844 eV. Its total energy is -91693.215 eV. The value obtained for the HOMO energy is -7.4 eV. As for the LUMO energy: 0.0533 Ha.

The geometry in ORCA input format:
```
! RIJCOSX wB97M-V def2-TZVPD def2/J DEFGRID3
* xyz -1 1
C -0.658 -3.830 1.592
C -0.911 -2.482 2.192
Cl -0.737 -2.428 3.912
C -1.284 -1.408 1.508
Cl -1.641 0.107 2.265
C -1.431 -1.388 0.047
C -0.490 -1.288 -0.885
C 0.986 -1.175 -0.757
C 1.556 0.108 -1.389
C 2.849 0.541 -0.697
C 2.621 1.152 0.692
C 2.383 2.649 0.643
F 1.861 3.035 -0.543
F 3.563 3.302 0.784
C 1.383 3.099 1.754
F 1.753 2.519 2.913
F 0.173 2.640 1.413
S 1.230 4.969 2.125
F 0.599 4.635 3.543
F -0.222 5.051 1.507
F 1.839 5.364 0.716
F 2.689 4.939 2.759
F 1.141 6.501 2.485
C -1.187 -1.325 -2.214
O -0.685 -1.298 -3.289
O -2.532 -1.399 -1.996
C -2.762 -1.508 -0.643
O -3.824 -1.682 -0.155
H -0.649 -3.783 0.504
H 0.293 -4.227 1.951
H -1.441 -4.522 1.908
H 1.241 -1.249 0.305
H 1.440 -2.041 -1.250
H 1.760 -0.086 -2.442
H 0.820 0.914 -1.360
H 3.492 -0.337 -0.583
H 3.397 1.243 -1.328
H 1.774 0.667 1.183
H 3.492 1.005 1.330
B -4.779 -3.394 -4.102
F -3.915 -3.923 -3.110
F -5.018 -2.031 -3.837
F -4.171 -3.532 -5.367
F -5.999 -4.103 -4.084
*
```

ORCA calculation (ωB97M-V/def2-TZVPD) on a structure of composition C13H11BrClHfNO2.

Its gap between HOMO and LUMO (alpha / beta) is 5.477 / 5.476 eV. Its total energy is -103098.525 eV. The calculation puts the relative energy (zero: lowest compared OMol25 entry of this formula, charge and spin) at 31.0 kcal/mol. The value obtained for the HOMO energy (alpha / beta) is -15.9 / -15.9 eV. As for the LUMO energy (alpha / beta): -0.3845 / -0.3846 Ha.

The geometry in ORCA input format:
```
! RIJCOSX wB97M-V def2-TZVPD def2/J DEFGRID3
* xyz 2 1
Cl -0.674 0.713 3.376
C 0.989 2.074 -0.498
C 1.191 1.006 -1.454
C 2.016 0.003 -0.817
H 0.944 1.073 -2.520
C 2.302 0.447 0.532
C 1.657 1.718 0.715
H 1.739 2.321 1.636
H 0.461 3.024 -0.686
H 2.428 -0.906 -1.275
C 3.218 -0.215 1.503
Hf -0.069 -0.072 0.196
C -0.846 -0.593 -1.704
C -2.115 0.893 0.096
O -1.335 -0.943 -2.677
O -3.249 1.146 -0.075
H 3.294 -1.285 1.302
H 2.854 -0.083 2.536
H 4.232 0.211 1.447
Br -4.306 -4.103 0.306
C -2.553 -3.658 0.889
C -1.856 -4.460 1.782
C -0.569 -4.062 2.164
C -0.033 -2.869 1.680
N -0.730 -2.103 0.804
C -1.979 -2.487 0.393
H -2.316 -5.365 2.160
H 0.019 -4.660 2.843
H 0.951 -2.498 1.975
H -2.487 -1.851 -0.328
*
```

ORCA calculation (ωB97M-V/def2-TZVPD) on an isolated molecule of C13H11BrN4O3S.

Its gap between HOMO and LUMO is 8.814 eV. Its total energy is -106636.616 eV. The calculation puts the relative energy (zero: lowest compared OMol25 entry of this formula, charge and spin) at 9.7 kcal/mol. The value obtained for the HOMO energy is -8.5 eV. As for the LUMO energy: 0.0119 Ha.

The geometry in ORCA input format:
```
! RIJCOSX wB97M-V def2-TZVPD def2/J DEFGRID3
* xyz 0 1
O -2.820 1.850 1.643
S -1.656 0.860 1.520
O -1.714 -0.184 2.564
N -0.208 1.778 1.583
N 0.879 1.739 2.516
C 2.164 1.310 2.134
C 2.774 1.499 0.911
C 3.983 0.926 0.644
C 4.716 0.344 1.668
Br 6.422 -0.245 1.292
C 4.184 0.112 2.895
C 2.894 0.590 3.110
C -1.615 0.051 -0.159
C -0.437 -0.336 -1.005
C -0.570 -0.970 -2.201
C -1.863 -1.324 -2.626
N -2.360 -1.910 -3.812
C -3.698 -1.873 -3.666
O -4.771 -2.410 -4.234
N -4.156 -1.369 -2.564
C -2.988 -0.982 -1.895
C -2.892 -0.397 -0.651
H -0.415 2.762 1.256
H 0.595 1.319 3.345
H 2.283 2.011 0.112
H 4.448 1.032 -0.384
H 4.672 -0.520 3.642
H 2.420 0.343 4.113
H 0.561 -0.093 -0.831
H 0.269 -1.183 -2.816
H -1.874 -2.243 -4.593
H -5.440 -2.284 -3.469
H -3.788 -0.202 -0.041
*
```

ORCA calculation (ωB97M-V/def2-TZVPD) on a structure of composition C13H11Cl3NO2Rh.

Its gap between HOMO and LUMO is 5.012 eV. Its total energy is -59802.141 eV. The value obtained for the HOMO energy is -15.4 eV. As for the LUMO energy: -0.3819 Ha.

The geometry in ORCA input format:
```
! RIJCOSX wB97M-V def2-TZVPD def2/J DEFGRID3
* xyz 2 1
Rh 1.101 -0.423 0.496
Cl 3.362 -1.323 0.954
C 3.013 -1.214 2.698
Cl 1.255 -0.817 2.785
H 3.574 -0.398 3.139
H 3.175 -2.176 3.175
O -0.631 0.006 -0.177
C -0.977 -1.286 -0.319
O -0.064 -2.047 0.146
C -2.202 -1.670 -0.918
C -2.477 -3.040 -1.086
C -3.663 -3.418 -1.672
C -4.567 -2.441 -2.091
C -4.296 -1.083 -1.927
C -3.116 -0.688 -1.340
H -1.759 -3.780 -0.757
H -3.895 -4.464 -1.808
H -5.498 -2.744 -2.551
H -5.012 -0.344 -2.257
H -2.895 0.361 -1.197
Cl 4.448 3.552 -1.516
C 3.217 3.152 -0.403
C 2.626 4.114 0.407
C 1.627 3.726 1.285
C 1.246 2.401 1.338
N 1.832 1.478 0.559
C 2.797 1.837 -0.300
H 2.946 5.145 0.341
H 1.137 4.448 1.923
H 0.452 2.067 1.991
H 3.244 1.070 -0.920
*
```

ORCA calculation (ωB97M-V/def2-TZVPD) on a structure of composition C13H11CrF2O3.

Its gap between HOMO and LUMO (alpha / beta) is 3.445 / 4.820 eV. Its total energy is -53647.928 eV. The value obtained for the HOMO energy (alpha / beta) is -11.1 / -11.1 eV. As for the LUMO energy (alpha / beta): -0.2827 / -0.2322 Ha.

The geometry in ORCA input format:
```
! RIJCOSX wB97M-V def2-TZVPD def2/J DEFGRID3
* xyz 1 5
Cr 1.454 -4.183 2.927
O 0.021 -2.329 -0.451
C 0.300 -3.198 0.489
O -0.428 -4.006 0.974
O 1.402 -3.100 1.083
H 0.844 -1.843 -0.542
F -1.625 -0.157 3.098
C -1.978 0.717 2.146
C -2.187 0.339 0.774
C -2.623 1.254 -0.184
C -2.833 2.576 0.199
C -2.802 2.904 1.543
C -2.444 2.007 2.464
H -2.035 -0.684 0.463
H -2.668 0.804 -1.165
H -3.160 3.354 -0.475
H -3.044 3.931 1.775
H -2.298 2.394 3.461
F 1.234 1.511 0.565
C 1.796 0.870 -0.527
C 1.299 0.957 -1.829
C 1.671 0.053 -2.828
C 2.533 -0.971 -2.553
C 3.153 -1.026 -1.334
C 2.759 -0.119 -0.333
H 0.555 1.703 -2.069
H 1.184 0.200 -3.780
H 2.839 -1.629 -3.353
H 3.864 -1.803 -1.095
H 3.216 -0.526 0.557
*
```

ORCA calculation (ωB97M-V/def2-TZVPD) on an isolated molecule of C13H11FIN3.

Its gap between HOMO and LUMO is 8.021 eV. Its total energy is -28947.489 eV. The calculation puts the relative energy (zero: lowest compared OMol25 entry of this formula, charge and spin) at 0.9 kcal/mol. The value obtained for the HOMO energy is -7.9 eV. As for the LUMO energy: 0.0037 Ha.

The geometry in ORCA input format:
```
! RIJCOSX wB97M-V def2-TZVPD def2/J DEFGRID3
* xyz 0 1
C 2.895 2.045 0.593
C 1.753 1.341 -0.142
N 1.987 -0.101 -0.502
C 3.163 -0.569 -1.124
N 3.167 -1.876 -1.196
C 1.932 -2.289 -0.683
C 1.206 -1.216 -0.237
C -0.171 -1.289 0.297
C -0.653 -2.254 1.151
N -1.977 -1.914 1.433
C -2.367 -0.739 0.773
C -3.577 -0.097 0.757
F -4.581 -0.527 1.541
C -3.749 0.948 -0.107
C -2.701 1.344 -0.946
I -3.066 3.193 -2.164
C -1.441 0.701 -0.899
C -1.263 -0.360 0.003
H 3.639 2.322 -0.171
H 3.303 1.386 1.380
H 2.503 2.948 1.035
H 1.585 1.903 -1.065
H 0.884 1.452 0.478
H 3.982 0.072 -1.447
H 1.605 -3.338 -0.568
H -0.069 -3.104 1.508
H -2.638 -2.424 2.038
H -4.719 1.464 -0.124
H -0.632 0.978 -1.611
*
```

ORCA calculation (ωB97M-V/def2-TZVPD) on the ion C13H11N4O8 with charge -1.

Its gap between HOMO and LUMO is 7.154 eV. Its total energy is -35993.870 eV. The value obtained for the HOMO energy is -4.7 eV. As for the LUMO energy: 0.0898 Ha.

The geometry in ORCA input format:
```
! RIJCOSX wB97M-V def2-TZVPD def2/J DEFGRID3
* xyz -1 1
C -1.239 -2.917 0.327
C -0.934 -1.696 1.150
O -1.810 -0.867 1.357
C 0.526 -1.492 1.735
C 0.700 -2.436 2.925
C -0.610 -3.086 3.409
N -1.512 -2.157 4.051
O -2.651 -2.567 4.378
O -1.118 -1.001 4.291
C -0.856 -4.440 3.528
C 0.159 -5.377 3.249
N -0.116 -6.784 3.450
O 0.706 -7.650 3.102
O -1.217 -7.070 3.977
C 1.451 -4.908 2.838
N 2.605 -5.610 2.568
O 3.537 -4.609 2.326
N 3.015 -3.316 2.459
C 1.707 -3.531 2.718
C 0.646 0.022 2.168
C 1.601 0.816 1.314
C 2.889 0.035 1.276
O 2.683 -1.167 0.477
C 1.544 -1.870 0.622
O 1.332 -2.803 -0.139
H -0.878 -2.742 -0.693
H -0.777 -3.831 0.719
H -2.332 -3.031 0.289
H 1.097 -1.874 3.791
H -1.834 -4.784 3.868
H -0.350 0.460 2.094
H 0.965 0.043 3.219
H 1.193 0.987 0.301
H 1.754 1.797 1.776
H 3.710 0.569 0.785
H 3.180 -0.300 2.284
*
```